10 unconnected molecules or ions with the total composition C13H44ClN4O13 at a distorted geometry. Source: OMol25; level of theory: ωB97M-V with the def2-TZVPD basis set.

```
75
Properties=species:S:1:pos:R:3:forces:R:3:mulliken_charge:R:1
Cl 0.379468 0.085633 0.197943 1.1 -2.0 0.2 1.1823
O -5.089376 -0.975614 -1.307061 1.8 1.0 -0.8 -0.5865
O 0.250854 1.483343 -0.027106 -0.5 1.1 -0.5 -0.5454
O -0.876024 -0.530336 0.560504 0.4 0.5 -0.4 -0.5087
O -0.270363 6.215563 -1.797590 -0.6 0.2 -1.2 -0.5224
O -3.239575 -3.004840 5.178404 -0.5 0.1 0.1 -0.6400
O 0.961782 -0.550752 -1.000891 -1.1 0.4 -0.2 -0.2987
O 0.098893 2.508954 2.693166 -0.5 0.2 1.3 -0.4140
O 5.784448 1.368583 -1.048790 -0.8 -0.1 0.3 -0.7204
O 1.367805 -0.148597 1.215239 -0.2 0.2 0.8 -0.6386
O 0.299654 -3.498753 1.949586 -1.1 -0.7 0.3 -0.6024
O 2.939697 1.620791 3.504854 -1.4 0.3 -0.1 -0.4910
O 1.733055 -3.158049 -0.390555 1.0 -0.7 0.8 -0.6832
O 0.846576 -0.063663 -3.998106 0.3 0.0 -0.2 -0.5873
N 4.166071 0.680887 0.422552 -0.4 0.0 -1.5 -0.2415
N -1.150751 -3.815236 4.760669 -1.4 -0.3 0.4 -0.5095
N 3.602423 1.220152 -1.711821 1.1 0.0 0.1 -0.1806
N -1.813028 -1.746794 3.895298 -0.6 -0.1 -1.0 -0.2947
C -0.768659 1.740835 -3.727406 0.5 0.3 -2.2 -1.0583
C 0.288087 1.260040 -5.968526 -0.1 -0.5 0.9 -1.5551
C -1.106510 1.854736 3.132613 -1.1 1.7 -0.8 -0.4143
C -4.108268 -3.118436 -1.239393 0.0 0.4 -1.0 -1.3116
C 4.600122 1.137960 -0.783998 0.6 -0.3 -1.1 0.5461
C -0.481976 5.856198 -0.461322 0.3 -0.1 0.5 -0.3020
C -2.182166 -2.893392 4.596394 0.7 1.2 0.4 0.5070
C -0.788691 -4.165286 1.346456 -0.7 -1.1 -0.5 -0.4775
C -2.747545 -1.244391 -2.062131 0.2 1.0 -0.5 -0.9363
C 0.527988 1.245261 -4.435297 -1.5 -0.5 0.0 0.7561
C -3.801522 -1.626434 -1.041588 -1.4 -1.1 -0.6 0.8233
C 2.979625 -3.133943 0.335491 -0.1 -0.4 0.9 -0.6137
C 3.253593 2.987889 3.672824 -0.4 0.8 0.6 -0.5574
H -1.481984 -4.430831 2.144628 -0.3 0.0 -0.2 0.3201
H 0.900178 -3.429546 1.217285 1.1 0.6 -0.8 0.3255
H 4.248964 3.052409 4.133629 -0.3 0.0 -0.2 0.2821
H -2.609719 -1.145737 3.661210 0.5 -0.5 0.2 0.2134
H -0.744941 1.163798 3.846059 -0.3 -0.9 0.8 0.2977
H -0.796986 -4.002493 3.842616 1.0 -0.6 -0.1 0.2916
H -5.720686 -1.299043 -0.687771 -0.6 -0.4 0.8 0.3180
H 4.792533 1.035478 1.080732 0.4 0.2 2.0 0.2324
H -3.345318 -3.764687 -0.857281 0.5 -0.4 0.3 0.2651
H -5.077762 -3.387555 -0.853315 -0.3 -0.1 0.6 0.3995
H 3.157218 0.677320 0.517387 0.3 -0.1 0.9 0.1596
H 0.384527 6.088519 0.157830 0.0 0.2 0.2 0.2653
H -1.176206 -1.848499 3.091736 -0.1 0.0 0.7 0.2735
H 2.544855 3.664279 4.277001 0.6 -1.4 -0.4 0.2092
H 3.860522 -3.035316 -0.267791 0.2 0.3 -0.9 0.2946
H -1.869428 -1.877096 -1.915371 0.1 0.2 0.3 0.2587
H 3.039256 -2.326143 1.093552 -0.4 -0.4 -0.4 0.1940
H 0.840838 -0.116638 -3.026667 0.0 0.1 -0.2 0.2183
H 3.241003 3.440908 2.696486 0.5 0.5 -0.5 0.2273
H -1.373189 6.383809 -0.058351 0.5 -0.5 -0.2 0.2482
H 0.562814 6.636813 -1.989953 0.3 0.1 0.4 0.2940
H 1.274602 1.970732 -4.192915 1.1 0.3 0.2 0.1616
H -1.318053 -3.580523 0.586992 0.0 0.4 0.3 -0.0172
H 1.435845 -2.253615 -0.524324 0.1 0.6 -0.3 0.3487
H -3.479528 -1.441986 -0.011550 0.1 0.3 -0.2 -0.0638
H -3.054156 -1.459351 -3.110721 -0.2 0.2 0.7 0.4748
H -0.897344 2.785399 -4.109906 -0.4 -0.7 0.6 0.3986
H -0.134049 2.223566 -6.200192 0.3 0.5 -0.5 0.3706
H -1.948909 2.543551 3.581436 1.9 -0.9 -0.6 0.2377
H -0.018180 2.752202 1.789103 0.0 0.2 -1.0 0.2480
H -0.453391 0.543158 -6.259899 -1.0 -0.5 0.4 0.4002
H 3.140808 -4.116948 0.840525 -0.6 0.6 -0.2 0.3074
H -1.575734 1.383057 2.257546 0.1 -0.3 0.4 0.0639
H -0.737392 1.725785 -2.654702 0.2 0.0 0.5 0.1715
H 3.863027 1.364660 -2.650773 0.2 0.3 -0.8 0.1456
H -1.605645 -4.606212 5.249313 0.8 0.3 -0.7 0.2752
H -0.572218 -5.126385 0.792274 0.4 0.8 0.8 0.3324
H 1.072030 0.924862 -6.638674 0.9 0.7 0.3 0.3930
H -0.578906 4.767820 -0.439712 -0.4 0.1 0.3 0.0291
H -4.202983 -3.292740 -2.325729 0.2 0.0 0.3 0.3279
H 2.072581 1.616443 3.019024 0.9 -0.3 0.6 0.2778
H -1.551005 1.074035 -4.114909 -0.2 0.4 0.4 0.2240
H 2.663966 1.303896 -1.442824 -1.2 -0.1 0.2 0.1166
H -2.427566 -0.173473 -2.003438 -0.3 -0.9 0.0 0.0644
```
Positions in Å, forces in eV/Å.

Results
Spin multiplicity: 1
Total energy, hartree: -2178.86303
HOMO, eV: -7.27
Kohn-Sham gap, Ha: 0.3552
Net charge: -1


A molecular structure, C13H46F3FeN10O13S at a distorted geometry. Source: OMol25; level of theory: ωB97M-V with the def2-TZVPD basis set.

```
87
Properties=species:S:1:pos:R:3:forces:R:3:lowdin_spin:R:1
Fe 1.123878 -4.796350 0.532557 0.0 1.5 -1.4 3.8121
S 0.478351 -1.554617 -0.585082 -0.2 0.2 -1.1 0.0050
F 1.778305 -0.283746 1.384376 1.3 -0.6 0.7 0.0002
F -0.263788 -0.841560 1.799971 -0.6 -0.6 1.1 0.0002
F 0.209783 0.796151 0.518662 -0.7 0.7 -0.6 0.0016
O -0.886249 -1.375299 -1.030872 -0.6 0.1 0.8 0.0028
O -3.215633 -3.533916 1.389521 -0.4 1.4 -0.6 0.0008
O -2.600855 -1.471314 -3.230822 0.1 0.1 0.2 0.0001
O 2.221291 -3.733864 1.969529 0.3 -0.4 0.7 0.0381
O 0.717129 -2.905945 -0.096149 0.2 0.8 0.5 0.0358
O -0.981600 -4.774012 0.179835 -0.8 0.1 0.5 0.0419
O 1.390961 -1.075524 -1.574670 1.1 0.0 0.7 0.0024
O 0.054529 0.592539 -6.100134 -0.5 -0.2 1.7 0.0000
O 3.401453 -3.877766 -0.472074 0.4 -0.3 -0.4 0.0148
O -0.139765 2.557370 4.149934 -1.2 0.4 -0.7 0.0079
O -2.591682 2.772865 -0.598248 0.2 0.7 0.2 0.0094
O 2.924425 2.193461 -1.495877 -1.1 1.5 -1.7 0.0001
O 0.965701 -5.358778 -1.573989 -0.1 -0.5 -0.1 0.0290
N -3.611046 3.189279 1.924647 4.6 1.0 0.5 0.6538
N 3.159832 2.731432 -3.723158 -0.5 0.0 2.0 0.0000
N 0.989798 -0.544741 -4.351504 -1.2 1.1 0.7 0.0000
N 4.554557 -5.081174 -2.067947 -0.6 1.7 0.0 0.0008
N 1.239139 3.412315 -2.584974 1.5 -0.7 0.0 0.0000
N 1.494371 2.983150 2.007842 -1.6 0.3 -1.7 0.0054
N 4.328544 -2.772196 -2.267736 -0.4 -0.2 0.6 0.0010
N -0.601208 1.157926 -3.954456 0.0 -1.1 -0.4 0.0000
N -3.350463 -1.503882 0.285038 -0.6 -1.5 1.5 0.0006
N -5.293179 -2.600213 1.010070 1.4 0.1 0.4 0.0001
C 0.585178 -0.412039 0.895165 0.0 -0.3 -1.7 0.0013
C 4.059688 -3.898298 -1.537341 -0.3 -0.8 0.0 0.0020
C -3.006916 2.565553 -1.959702 -0.1 -0.6 0.8 0.0017
C 2.485345 2.794371 -2.506633 0.2 -1.6 0.4 0.0000
C 0.112473 0.403910 -4.881086 1.5 -0.1 -1.3 0.0000
C -2.712702 2.069300 1.661634 -1.8 -1.4 0.5 0.1334
C 2.095084 2.957172 3.320844 0.3 -2.4 -0.4 0.0013
C -2.792429 1.645320 0.205508 -0.3 0.1 -1.6 0.0357
C -0.081515 1.228565 4.573950 0.6 -0.4 1.4 0.0001
C 3.378464 3.749323 3.401986 -0.2 0.0 1.4 0.0007
C -3.070946 0.938915 2.623730 0.2 -1.1 -0.7 0.0121
C 1.039860 3.281857 4.397932 1.5 -0.5 -0.8 0.0008
C -3.908602 -2.574478 0.959299 0.4 -0.8 -0.8 0.0002
H 1.424744 -1.154754 -5.010841 0.1 0.0 -0.2 0.0000
H -4.098650 2.594606 -1.940818 0.0 0.0 -0.5 0.0002
H -5.819434 -1.832503 0.643926 -0.2 0.2 0.0 0.0000
H 0.168356 -5.084525 -2.058021 0.3 0.2 0.3 0.0008
H -1.089302 0.879398 4.771465 -0.1 -0.2 -0.3 0.0000
H 2.811786 3.158901 -4.554341 0.2 0.1 -0.3 0.0000
H -4.027975 0.516062 2.303420 -0.2 0.3 0.4 0.0038
H 0.436528 1.171135 5.545371 -0.2 0.1 0.0 0.0002
H -2.366871 -1.541796 0.001143 -0.7 0.1 -0.2 0.0000
H 1.920685 -3.265271 2.764354 -0.1 -0.2 -0.2 0.0026
H -4.001524 -0.825846 -0.042112 0.2 0.3 -0.6 0.0006
H 2.297089 1.859378 3.414932 0.6 0.5 0.9 0.0004
H 0.506104 0.534189 3.963844 -0.3 0.2 -0.5 0.0001
H -3.073857 1.183084 3.681674 -0.1 0.3 -0.1 0.0002
H -0.296663 1.166137 -2.999538 0.1 0.2 0.1 0.0000
H 0.600591 2.466793 2.053409 0.7 0.6 0.1 0.0019
H -1.123180 1.934424 -4.316127 0.2 0.1 -0.1 0.0000
H 0.900477 4.359789 4.374723 -0.7 0.0 0.3 0.0000
H -3.794422 1.225451 0.016628 -0.1 0.2 0.2 0.0093
H -1.933557 -1.654078 -2.548201 -0.3 0.2 -0.4 0.0000
H 2.002992 2.526595 1.227223 0.1 0.6 1.0 0.0001
H -2.088741 0.879278 -0.140615 0.1 -0.1 0.8 -0.0004
H -2.407439 0.079813 2.477709 0.2 0.4 0.1 -0.0006
H 4.092086 2.371420 -3.623310 0.0 0.1 -0.5 0.0000
H 4.160859 3.360225 2.756422 -0.2 0.3 -0.4 0.0000
H -2.261695 -0.697098 -3.702313 0.1 -0.2 0.0 0.0000
H 1.064531 3.957353 -3.403063 -0.4 0.3 0.0 0.0000
H -1.633293 2.334561 1.804761 -0.2 0.9 0.3 0.0799
H 4.623029 -5.890959 -1.482971 0.1 0.0 0.1 0.0000
H -2.578506 3.345012 -2.578634 -0.1 0.1 0.1 0.0001
H 5.230995 -4.935710 -2.796800 0.2 -0.5 0.0 0.0000
H 4.420106 -2.783647 -3.268105 0.3 -0.4 -0.1 0.0002
H 0.650697 3.457298 -1.778485 0.1 0.2 0.2 0.0000
H -3.543507 3.476859 2.905517 -1.2 -0.6 0.4 0.0207
H -3.260116 4.031409 1.447761 -1.1 -0.1 -1.1 0.0185
H 1.164818 -0.627947 -3.345688 -0.2 -0.1 -0.9 0.0000
H 3.184228 -3.841258 2.076689 -0.3 0.0 -0.4 0.0024
H 3.777126 3.657411 4.419937 0.0 -0.2 0.0 0.0000
H 3.895317 -1.924370 -1.941610 -0.2 0.0 0.3 0.0000
H -1.685535 -4.129516 0.544071 0.5 -0.7 0.1 0.0015
H 3.177485 4.817712 3.319897 0.2 0.0 -0.6 0.0000
H -1.490631 -5.460566 -0.275157 0.0 0.0 0.3 0.0019
H 1.398572 2.884633 5.349844 0.4 0.8 0.2 0.0005
H 1.361148 -6.065234 -2.110196 0.1 0.2 0.2 0.0019
H -5.724347 -3.145113 1.737018 0.0 -0.2 -0.1 0.0000
H -2.650629 1.580180 -2.284340 -0.2 0.1 -0.2 0.0001
```
Positions in Å, forces in eV/Å.

Results
Spin multiplicity: 6
Total energy, hartree: -4009.63552
HOMO (spin up / spin down), eV: -12.78 / -12.75
Kohn-Sham gap (spin up / spin down), Ha: 0.2520 / 0.0917
Net charge: +2


A molecular structure, C13H52AsF6N26O13 at a distorted geometry. Source: OMol25; level of theory: ωB97M-V with the def2-TZVPD basis set.

```
111
Properties=species:S:1:pos:R:3:forces:R:3:lowdin_spin:R:1
As 12.251600 -1.063000 -25.488160 0.6 0.3 2.6 -0.0001
F 11.240070 -2.369450 -26.218570 0.7 0.5 0.8 -0.0014
F 10.898390 -0.041940 -25.822930 -0.4 -0.3 0.2 -0.0001
F 13.552330 -2.206270 -25.104900 -1.3 1.0 -0.2 -0.0001
F 11.574100 -1.350340 -23.783360 0.8 0.1 -2.1 -0.0001
F 12.922640 -0.833170 -27.052220 0.0 0.3 0.4 -0.0001
F 13.014150 0.402820 -24.719390 -0.6 -2.0 -1.5 0.0000
O 6.399540 -0.912420 -26.178830 -1.5 -5.8 -2.2 -0.0016
O 14.812770 1.415170 -29.318180 -4.5 1.0 -2.6 0.0000
O 12.975560 -7.439740 -26.950360 1.4 -0.1 -1.1 0.0020
O 7.858680 3.053030 -23.853850 -5.8 -2.4 -0.6 0.0000
O 11.530480 3.697530 -28.665570 -0.2 -1.6 1.6 0.0014
O 9.115270 -4.676240 -27.034470 -2.6 2.4 0.8 -0.0013
O 9.168610 -5.306490 -22.820790 2.2 1.7 0.0 0.0013
O 15.167250 -2.248120 -19.570480 -1.6 0.7 -0.6 0.0000
O 7.977270 -0.756130 -20.079130 -2.9 0.9 2.3 0.0001
O 16.004290 1.655600 -23.186010 0.1 -2.8 0.5 0.0000
O 16.650040 -3.126270 -23.975210 -1.0 5.1 7.1 0.0000
O 14.686550 5.789450 -24.994590 -0.2 -0.2 -0.4 0.0000
O 9.808350 -1.375140 -31.560020 -0.2 0.0 -0.6 0.0003
N 9.992550 2.442860 -23.776800 1.9 -6.0 -0.7 0.0000
N 11.895360 -5.480390 -27.349290 0.4 3.1 -2.1 0.0004
N 9.455090 4.372050 -23.358490 1.4 6.9 2.6 0.0000
N 15.599140 -0.185990 -28.006530 -1.1 -5.6 3.0 0.0000
N 17.837590 -4.291690 -25.345830 3.2 -1.2 -1.1 0.0000
N 11.321640 -4.624850 -22.389570 2.1 -1.3 2.7 0.0006
N 16.796770 1.430030 -28.642980 7.1 3.6 0.1 0.0000
N 10.200910 -3.666570 -23.960830 -1.0 1.8 -2.3 0.0061
N 6.945030 -3.826070 -26.701030 -1.7 -1.2 0.0 0.3855
N 8.556730 -1.662910 -22.013130 -1.4 -1.9 -3.8 0.0004
N 15.714040 -0.290170 -24.249590 -3.0 -2.4 -4.5 0.0000
N 7.746580 0.597520 -25.430790 2.6 1.2 1.2 0.0003
N 11.217590 -1.070000 -29.910000 0.8 -0.4 5.4 0.0001
N 12.654870 2.228750 -27.477440 4.5 -1.8 2.1 0.0000
N 14.253900 -2.458980 -21.543210 -0.3 -1.5 -3.7 0.0000
N 13.249640 -1.117590 -20.089250 -1.7 1.4 0.3 0.0000
N 14.962180 4.127100 -23.583230 -0.1 -1.2 5.9 0.0000
N 11.167040 -6.891940 -25.874660 -2.9 -0.3 1.9 0.0002
N 8.537040 -2.574390 -26.446400 3.5 4.5 1.3 0.5006
N 10.440680 2.099880 -27.514130 -3.0 -2.6 2.2 0.0002
N 15.030140 3.643670 -25.679540 -0.1 -3.1 -2.8 0.0000
N 5.619400 1.124050 -25.639670 -2.1 -0.4 -0.3 0.0012
N 11.908520 -0.585360 -31.907110 1.7 0.6 -2.1 0.0000
N 15.678910 -4.082140 -25.724790 -1.9 -0.8 -2.4 0.0000
N 10.050050 -0.999210 -20.666470 6.6 1.1 1.6 0.0000
N 16.889480 -0.319960 -22.507030 3.9 -2.2 4.2 0.0000
C 11.538250 2.708190 -27.863250 -1.5 5.4 -5.5 0.0001
C 8.271510 -3.779700 -26.746530 2.3 -7.1 -2.2 0.0700
C 6.558130 0.177180 -25.738350 0.6 3.8 0.3 -0.0001
C 8.782280 -1.154610 -20.851530 -0.7 1.4 0.8 0.0000
C 12.068420 -6.645870 -26.788220 2.8 -2.0 0.4 0.0001
C 15.670870 0.870870 -28.713900 -1.0 1.1 -0.6 0.0000
C 8.978990 3.216400 -23.539370 2.3 0.9 -1.8 0.0000
C 16.697610 -3.730180 -24.944260 0.5 -3.5 -4.8 0.0000
C 16.142490 0.378700 -23.254100 -0.5 7.2 -1.0 0.0000
C 14.249500 -1.930510 -20.371480 3.7 -0.7 4.6 0.0000
C 14.849210 4.587840 -24.763480 0.0 4.2 -2.5 0.0000
C 10.182920 -4.564860 -23.012170 -3.9 -3.0 -0.2 0.0008
C 10.916420 -1.025060 -31.173320 -2.6 -0.9 -0.8 0.0000
H 15.023960 0.108310 -24.870170 0.3 0.0 0.3 0.0000
H 12.785260 1.390600 -26.929170 -0.2 0.3 -0.3 0.0000
H 10.975340 2.628080 -23.635660 -0.5 -0.1 -0.1 0.0000
H 17.608790 1.052830 -28.175600 -0.2 0.2 -0.1 0.0000
H 5.777890 2.110960 -25.494840 0.4 -0.3 0.1 0.0000
H 7.830770 -1.856300 -26.371290 -1.2 1.4 0.1 0.0085
H 14.981400 -3.152040 -21.645700 -0.2 0.2 -0.8 0.0000
H 18.676620 -4.186570 -24.793480 -0.4 0.2 0.2 0.0000
H 14.842440 -0.836870 -28.161040 0.3 0.2 0.3 0.0000
H 9.509290 -2.352370 -26.286610 0.9 0.4 0.0 0.0107
H 7.592890 -1.723310 -22.308870 0.5 -0.4 -0.2 0.0000
H 14.892820 3.750800 -26.674410 0.0 1.1 0.4 0.0000
H 13.266340 -0.618270 -19.211470 0.0 0.0 -0.4 0.0000
H 14.600420 2.767960 -25.417680 0.4 -0.2 0.2 0.0000
H 6.439680 -4.696920 -26.780720 -0.4 0.0 0.0 0.0085
H 17.094540 -1.259090 -22.817010 0.1 0.0 0.3 0.0000
H 11.020650 -3.095790 -24.110280 -0.8 -0.1 -0.2 -0.0001
H 11.195870 -4.857170 -26.971910 0.3 0.0 -0.4 -0.0001
H 4.757970 0.853060 -26.092000 -0.1 0.3 0.3 0.0000
H 10.768380 -1.207010 -21.345390 -0.6 -0.3 -0.1 0.0000
H 15.370990 3.236470 -23.338800 0.0 -0.3 -0.4 0.0000
H 14.809170 -3.592830 -25.880430 0.3 0.1 0.7 0.0000
H 7.718320 1.443480 -24.879750 1.0 0.7 0.3 0.0000
H 13.478540 2.617820 -27.913670 -0.3 -0.2 -0.1 0.0000
H 8.602570 0.100390 -25.631440 -0.4 0.2 0.3 -0.0002
H 11.327670 -5.393900 -21.734880 0.7 0.2 0.1 0.0001
H 10.429350 -0.344460 -19.997490 -0.8 -0.3 0.3 0.0000
H 15.830360 -1.293440 -24.248340 -0.2 0.0 -0.2 0.0000
H 11.867950 -0.893160 -32.868210 0.4 0.4 0.1 0.0000
H 9.536230 2.125440 -27.962920 0.6 0.8 -0.2 0.0000
H 8.813480 5.147090 -23.270450 0.5 0.0 0.1 0.0000
H 12.133390 -0.939230 -29.504640 -0.1 0.2 -0.5 0.0000
H 9.320280 -3.605090 -24.451570 0.6 0.2 0.0 0.0019
H 13.569420 -2.174090 -22.229090 0.5 -0.5 -0.3 0.0000
H 18.037580 -4.603600 -26.285410 -0.4 0.0 0.2 0.0000
H 12.771700 -0.407720 -31.413680 0.1 0.1 -0.8 0.0000
H 9.393420 -1.961950 -22.493380 -1.0 -0.3 -0.8 -0.0001
H 12.768480 -0.769800 -20.906330 -0.1 0.5 0.6 0.0000
H 10.569910 1.329830 -26.873490 -0.4 0.4 -0.4 0.0000
H 14.872060 4.773370 -22.812320 0.0 0.1 -0.4 0.0000
H 6.568290 -2.909690 -26.505030 -1.7 -0.1 -0.1 0.0042
H 12.175910 -4.233270 -22.759680 -0.2 -0.3 0.3 0.0000
H 10.546490 -1.377800 -29.220800 -0.1 0.1 -0.6 0.0000
H 15.915560 -4.709550 -26.480070 -0.3 0.0 0.1 0.0000
H 10.454210 4.467740 -23.245850 -0.5 0.8 0.1 0.0000
H 10.309340 -6.508990 -26.245890 -0.9 -0.6 1.1 0.0000
H 16.442120 -0.496150 -27.544700 -0.5 -0.4 0.0 0.0000
H 17.662070 0.186230 -22.098410 -0.3 -0.2 0.5 0.0000
H 12.551930 -5.155630 -28.044660 -0.3 -0.1 0.2 0.0000
H 16.894240 2.314430 -29.120920 0.1 -0.2 0.2 0.0000
H 9.699240 1.573400 -24.198810 0.9 -0.1 0.3 0.0000
H 11.241380 -7.835170 -25.521270 -0.6 0.1 0.0 0.0000
```
Positions in Å, forces in eV/Å.

Results
Spin multiplicity: 2
Total energy, hartree: -5763.58756
HOMO (spin up / spin down), eV: -8.72 / -8.72
Kohn-Sham gap (spin up / spin down), Ha: 0.2593 / 0.0625


Look up the spin multiplicity of the second one.
6